Entry 1:
125
Properties=species:S:1:pos:R:3 method="wB97M-V/def2-TZVPD" e_tot_ha=-3204.905585 lumo_energy_ev=1.88 homo_energy_ev=-2.87 homo_lumo_gap_ev=4.753 charge=-1
C -0.06 0.39 5.49
C -0.68 0.62 4.21
P -0.79 2.40 3.49
C -2.16 1.80 2.27
N -3.23 0.94 2.91
C -2.06 2.82 4.87
C -3.30 3.66 4.53
O -4.42 3.23 5.38
N 0.42 1.95 2.22
C 1.74 2.58 2.28
C 2.07 3.21 0.84
C 0.95 2.91 -0.22
C 1.37 3.68 -1.54
P -0.66 4.47 2.67
O -2.10 5.02 1.97
Cl -0.49 5.70 4.44
H 1.03 0.38 5.64
H -0.74 0.16 6.34
H -1.01 -0.31 3.69
H 0.25 2.79 4.43
H -1.65 1.14 1.53
H -2.68 2.59 1.68
H -3.20 0.04 2.44
H -4.11 1.39 2.69
H -1.53 3.30 5.72
H -2.42 1.85 5.28
H -3.69 3.63 3.49
H -3.17 4.73 4.78
H -5.14 2.98 4.81
H 0.54 0.95 2.19
H 1.93 3.30 3.10
H 2.50 1.76 2.40
H 2.98 2.70 0.44
H 2.29 4.29 0.90
H -0.02 3.35 0.09
H 0.86 1.82 -0.37
H 2.14 3.08 -2.06
H 1.74 4.66 -1.19
H 0.47 3.82 -2.18
H -1.93 5.83 1.50
C 2.75 -1.19 2.85
C 2.09 -2.00 1.75
C 2.94 -3.18 1.25
O 4.01 -2.81 0.38
C 5.19 -2.39 1.04
N 1.73 -1.09 0.65
H 3.56 -0.55 2.48
H 2.01 -0.53 3.32
H 3.16 -1.84 3.63
H 1.17 -2.42 2.16
H 2.29 -3.83 0.66
H 3.31 -3.79 2.08
H 5.35 -2.94 1.97
H 5.15 -1.32 1.24
H 6.03 -2.58 0.37
H 1.21 -1.61 -0.05
H 2.59 -0.84 0.17
C 0.50 -6.53 -3.82
C 0.89 -6.87 -2.38
C 0.04 -6.12 -1.33
O 0.41 -4.77 -1.15
C -0.16 -3.87 -2.08
N 2.32 -6.62 -2.21
H 0.85 -5.54 -4.12
H 0.95 -7.25 -4.51
H -0.58 -6.57 -3.96
H 0.71 -7.94 -2.24
H 0.21 -6.61 -0.37
H -1.03 -6.21 -1.54
H -1.18 -4.16 -2.37
H 0.47 -3.78 -2.96
H -0.21 -2.88 -1.61
H 2.59 -6.93 -1.28
H 2.45 -5.61 -2.17
C -4.96 -3.07 4.05
C -5.43 -2.41 2.76
C -6.68 -3.07 2.14
O -6.42 -4.29 1.46
C -6.35 -5.43 2.28
N -4.31 -2.37 1.81
H -4.46 -4.02 3.87
H -4.25 -2.43 4.56
H -5.80 -3.25 4.73
H -5.70 -1.38 3.01
H -7.08 -2.39 1.39
H -7.47 -3.21 2.89
H -7.06 -5.37 3.12
H -5.34 -5.58 2.66
H -6.61 -6.30 1.67
H -4.60 -1.84 0.99
H -4.17 -3.31 1.46
C 6.18 7.81 -2.59
C 6.06 6.83 -1.42
C 5.19 5.61 -1.74
O 3.79 5.86 -1.70
C 3.26 6.40 -2.90
N 5.58 7.55 -0.24
H 5.27 8.40 -2.73
H 6.99 8.52 -2.40
H 6.40 7.29 -3.52
H 7.07 6.46 -1.21
H 5.37 4.85 -0.97
H 5.47 5.14 -2.69
H 3.76 6.01 -3.79
H 3.33 7.50 -2.87
H 2.21 6.14 -2.95
H 5.59 6.92 0.56
H 4.59 7.74 -0.38
C -1.38 -1.21 -7.49
C -1.17 -2.45 -6.63
C -2.11 -2.52 -5.41
O -1.73 -1.68 -4.33
C -2.17 -0.34 -4.45
N 0.24 -2.53 -6.24
H -0.97 -0.31 -7.03
H -0.88 -1.33 -8.45
H -2.44 -1.04 -7.68
H -1.39 -3.32 -7.26
H -2.06 -3.54 -5.01
H -3.15 -2.34 -5.70
H -3.15 -0.27 -4.93
H -1.43 0.26 -4.99
H -2.24 0.07 -3.44
H 0.40 -3.40 -5.74
H 0.40 -1.82 -5.53

---

Entry 2:
139
Properties=species:S:1:pos:R:3 method="wB97M-V/def2-TZVPD" e_tot_ha=-3183.208213 lumo_energy_ev=-7.44 homo_energy_ev=-11.82 homo_lumo_gap_ev=4.386 charge=+3
C -17.73 11.25 8.32
C -17.25 9.83 8.22
O -18.04 8.91 8.25
N -15.79 9.57 8.27
H -15.33 10.38 8.63
H -15.60 8.93 9.03
C -15.24 8.93 6.94
H -17.10 11.92 8.91
H -18.73 11.29 8.75
H -17.92 11.79 7.39
H -15.40 9.63 6.12
H -15.76 7.98 6.86
H -14.18 8.73 7.12
C -21.12 11.58 3.99
C -21.88 10.94 5.21
O -22.79 11.58 5.78
N -21.56 9.46 5.60
H -22.29 8.84 5.28
H -20.71 9.21 5.11
C -21.40 9.32 7.14
H -20.12 11.87 4.32
H -21.50 12.53 3.61
H -21.05 10.94 3.12
H -20.71 9.98 7.66
H -21.07 8.29 7.28
H -22.43 9.37 7.49
C -21.67 8.76 0.39
C -22.28 8.47 1.67
O -21.78 8.42 2.79
N -23.74 8.10 1.56
H -24.22 8.67 0.87
H -23.78 7.18 1.14
C -24.56 8.30 2.80
H -22.14 9.65 -0.03
H -21.64 7.91 -0.29
H -20.61 8.95 0.54
H -24.47 7.44 3.47
H -25.61 8.36 2.53
H -24.14 9.22 3.22
C -26.58 11.81 9.46
N -25.64 10.99 10.39
C -25.48 11.76 11.70
C -26.38 9.70 10.71
C -24.38 10.57 9.67
C -23.33 11.72 9.69
O -23.71 12.87 9.06
H -26.21 12.80 9.20
H -27.56 11.96 9.90
H -26.78 11.22 8.56
H -24.75 11.16 12.25
H -26.45 11.80 12.20
H -25.17 12.79 11.54
H -25.87 9.06 11.42
H -26.56 9.15 9.79
H -27.36 9.86 11.16
H -24.57 10.22 8.65
H -24.12 9.71 10.27
H -22.50 11.28 9.13
H -22.90 11.95 10.66
H -22.96 13.17 8.54
C -25.43 13.79 6.24
N -25.69 14.10 4.77
C -26.24 15.56 4.61
C -24.30 14.16 4.07
C -26.71 13.21 3.99
C -26.44 11.69 4.19
O -26.83 11.19 5.42
H -26.34 13.77 6.84
H -24.85 14.57 6.73
H -24.85 12.87 6.24
H -27.11 15.45 5.27
H -26.38 15.96 3.61
H -25.62 16.29 5.13
H -24.63 14.50 3.08
H -23.82 13.18 4.10
H -23.55 14.74 4.60
H -26.43 13.45 2.97
H -27.73 13.52 4.21
H -25.42 11.31 4.09
H -27.03 11.29 3.37
H -26.24 10.49 5.72
C -16.83 13.35 5.45
N -16.38 13.43 4.03
C -14.94 13.97 4.04
C -16.41 12.04 3.35
C -17.35 14.34 3.19
C -17.75 15.67 3.76
O -16.66 16.58 4.00
H -17.88 13.08 5.37
H -16.86 14.34 5.92
H -16.19 12.66 6.00
H -14.70 14.00 2.97
H -14.44 13.19 4.61
H -14.78 14.97 4.45
H -15.89 11.31 3.97
H -15.89 12.12 2.40
H -17.40 11.64 3.13
H -18.30 13.82 3.04
H -16.83 14.53 2.24
H -18.34 15.52 4.67
H -18.46 16.17 3.10
H -16.98 17.46 4.24
C -18.32 3.19 6.22
N -18.88 4.62 5.97
C -18.68 4.90 4.43
C -20.35 4.87 6.26
C -17.90 5.66 6.69
C -17.69 5.36 8.25
O -18.86 5.50 8.91
H -17.27 3.15 5.95
H -18.88 2.55 5.54
H -18.46 2.92 7.27
H -18.67 5.96 4.17
H -19.40 4.36 3.82
H -17.66 4.57 4.24
H -20.52 5.91 5.98
H -20.47 4.70 7.33
H -20.88 4.06 5.76
H -18.42 6.60 6.54
H -16.94 5.71 6.18
H -16.94 6.07 8.58
H -17.22 4.38 8.36
H -18.71 5.05 9.75
N -18.23 9.08 4.78
O -19.18 8.37 4.67
O -18.43 10.19 5.27
O -17.11 8.77 4.51
N -21.13 13.80 6.92
O -20.77 13.12 7.86
O -20.38 13.81 5.97
O -22.12 14.48 6.98
N -21.49 9.08 10.99
O -22.00 8.09 10.44
O -21.94 9.49 12.06
O -20.67 9.69 10.36
N -24.60 8.06 6.47
O -23.80 7.31 5.95
O -25.06 7.86 7.62
O -25.04 9.04 5.82

---

Copy entry 1 word for word.
125
Properties=species:S:1:pos:R:3 method="wB97M-V/def2-TZVPD" e_tot_ha=-3204.905585 lumo_energy_ev=1.88 homo_energy_ev=-2.87 homo_lumo_gap_ev=4.753 charge=-1
C -0.06 0.39 5.49
C -0.68 0.62 4.21
P -0.79 2.40 3.49
C -2.16 1.80 2.27
N -3.23 0.94 2.91
C -2.06 2.82 4.87
C -3.30 3.66 4.53
O -4.42 3.23 5.38
N 0.42 1.95 2.22
C 1.74 2.58 2.28
C 2.07 3.21 0.84
C 0.95 2.91 -0.22
C 1.37 3.68 -1.54
P -0.66 4.47 2.67
O -2.10 5.02 1.97
Cl -0.49 5.70 4.44
H 1.03 0.38 5.64
H -0.74 0.16 6.34
H -1.01 -0.31 3.69
H 0.25 2.79 4.43
H -1.65 1.14 1.53
H -2.68 2.59 1.68
H -3.20 0.04 2.44
H -4.11 1.39 2.69
H -1.53 3.30 5.72
H -2.42 1.85 5.28
H -3.69 3.63 3.49
H -3.17 4.73 4.78
H -5.14 2.98 4.81
H 0.54 0.95 2.19
H 1.93 3.30 3.10
H 2.50 1.76 2.40
H 2.98 2.70 0.44
H 2.29 4.29 0.90
H -0.02 3.35 0.09
H 0.86 1.82 -0.37
H 2.14 3.08 -2.06
H 1.74 4.66 -1.19
H 0.47 3.82 -2.18
H -1.93 5.83 1.50
C 2.75 -1.19 2.85
C 2.09 -2.00 1.75
C 2.94 -3.18 1.25
O 4.01 -2.81 0.38
C 5.19 -2.39 1.04
N 1.73 -1.09 0.65
H 3.56 -0.55 2.48
H 2.01 -0.53 3.32
H 3.16 -1.84 3.63
H 1.17 -2.42 2.16
H 2.29 -3.83 0.66
H 3.31 -3.79 2.08
H 5.35 -2.94 1.97
H 5.15 -1.32 1.24
H 6.03 -2.58 0.37
H 1.21 -1.61 -0.05
H 2.59 -0.84 0.17
C 0.50 -6.53 -3.82
C 0.89 -6.87 -2.38
C 0.04 -6.12 -1.33
O 0.41 -4.77 -1.15
C -0.16 -3.87 -2.08
N 2.32 -6.62 -2.21
H 0.85 -5.54 -4.12
H 0.95 -7.25 -4.51
H -0.58 -6.57 -3.96
H 0.71 -7.94 -2.24
H 0.21 -6.61 -0.37
H -1.03 -6.21 -1.54
H -1.18 -4.16 -2.37
H 0.47 -3.78 -2.96
H -0.21 -2.88 -1.61
H 2.59 -6.93 -1.28
H 2.45 -5.61 -2.17
C -4.96 -3.07 4.05
C -5.43 -2.41 2.76
C -6.68 -3.07 2.14
O -6.42 -4.29 1.46
C -6.35 -5.43 2.28
N -4.31 -2.37 1.81
H -4.46 -4.02 3.87
H -4.25 -2.43 4.56
H -5.80 -3.25 4.73
H -5.70 -1.38 3.01
H -7.08 -2.39 1.39
H -7.47 -3.21 2.89
H -7.06 -5.37 3.12
H -5.34 -5.58 2.66
H -6.61 -6.30 1.67
H -4.60 -1.84 0.99
H -4.17 -3.31 1.46
C 6.18 7.81 -2.59
C 6.06 6.83 -1.42
C 5.19 5.61 -1.74
O 3.79 5.86 -1.70
C 3.26 6.40 -2.90
N 5.58 7.55 -0.24
H 5.27 8.40 -2.73
H 6.99 8.52 -2.40
H 6.40 7.29 -3.52
H 7.07 6.46 -1.21
H 5.37 4.85 -0.97
H 5.47 5.14 -2.69
H 3.76 6.01 -3.79
H 3.33 7.50 -2.87
H 2.21 6.14 -2.95
H 5.59 6.92 0.56
H 4.59 7.74 -0.38
C -1.38 -1.21 -7.49
C -1.17 -2.45 -6.63
C -2.11 -2.52 -5.41
O -1.73 -1.68 -4.33
C -2.17 -0.34 -4.45
N 0.24 -2.53 -6.24
H -0.97 -0.31 -7.03
H -0.88 -1.33 -8.45
H -2.44 -1.04 -7.68
H -1.39 -3.32 -7.26
H -2.06 -3.54 -5.01
H -3.15 -2.34 -5.70
H -3.15 -0.27 -4.93
H -1.43 0.26 -4.99
H -2.24 0.07 -3.44
H 0.40 -3.40 -5.74
H 0.40 -1.82 -5.53